No. 1
Computed, not measured: a structure of composition C29H57Li3O10, with the ωB97M-V functional and the def2-TZVPD basis.

```
! RIJCOSX wB97M-V def2-TZVPD def2/J DEFGRID3
* xyz 2 1
Li 19.4997 11.4874 -22.1992
Li 17.2341 12.8014 -23.2888
Li 19.8914 13.5458 -24.5596
O 18.3401 9.9592 -25.9224
C 18.6487 11.0072 -25.2111
O 19.1284 12.0191 -25.6972
O 18.3076 11.0923 -24.0126
H 18.6336 10.3578 -26.7450
C 13.8118 11.2665 -20.9895
C 14.2834 10.1230 -21.8662
C 14.8883 10.9222 -23.0240
O 15.6891 11.9091 -22.3689
C 14.9053 12.3376 -21.2242
H 13.8209 10.9675 -19.9413
H 12.8361 11.6536 -21.2834
H 13.4108 9.5183 -22.1131
H 15.0122 9.4913 -21.3584
H 14.1277 11.3712 -23.6627
H 15.5426 10.3310 -23.6646
H 14.4361 13.3001 -21.4280
H 15.5238 12.5353 -20.3488
C 22.0112 8.0473 -29.6155
C 22.4956 7.8173 -28.1640
C 21.9345 9.0967 -27.5741
O 22.3677 10.0399 -28.5773
C 22.4156 9.4410 -29.8738
H 20.9232 8.0003 -29.6599
H 22.3926 7.2964 -30.3074
H 23.5826 7.8674 -28.1007
H 22.0273 6.9474 -27.7034
H 22.4526 9.2468 -26.6270
H 20.8551 9.1246 -27.4248
H 23.4458 9.5491 -30.2130
H 21.8209 9.9192 -30.6521
C 22.0470 8.1491 -23.5964
C 22.9826 9.1812 -22.9844
C 22.2394 10.4717 -23.2216
O 20.9593 10.0436 -22.9198
C 20.6978 8.7266 -23.3732
H 22.1410 7.1842 -23.0982
H 22.2516 8.0992 -24.6659
H 23.8871 9.2423 -23.5895
H 23.3072 8.9822 -21.9631
H 22.4115 10.8258 -24.2380
H 22.5908 11.2314 -22.5234
H 20.1641 8.7498 -24.3233
H 20.0639 8.1302 -22.7170
C 14.1796 7.4606 -26.7808
C 12.8926 8.1568 -26.3669
C 13.2984 9.6441 -26.1894
O 14.3372 9.7508 -27.0876
C 15.1782 8.5819 -26.9283
H 14.0690 6.8976 -27.7075
H 14.4340 6.7583 -25.9870
H 12.5574 7.7849 -25.3987
H 12.1074 8.0690 -27.1178
H 13.5910 9.9477 -25.1842
H 12.5127 10.3332 -26.4989
H 15.7233 8.8462 -26.0222
H 15.8807 8.5520 -27.7612
C 17.9007 5.2487 -27.1554
C 18.0687 4.5274 -25.8614
C 19.5201 4.8902 -25.4686
O 19.9435 5.9304 -26.3517
C 18.8240 6.5202 -27.0045
H 16.9022 5.5929 -27.4247
H 18.3493 4.7158 -27.9938
H 17.8548 3.4586 -25.8652
H 17.3608 4.9147 -25.1287
H 20.1714 4.0162 -25.4648
H 19.5242 5.3222 -24.4678
H 19.1118 6.9952 -27.9424
H 18.4162 7.3340 -26.4049
C 18.4621 12.1095 -30.3269
C 17.4233 12.5253 -29.3293
C 16.8356 11.0992 -28.9539
O 17.9491 10.2086 -29.0743
C 19.0514 10.8562 -29.7151
H 19.2396 12.8558 -30.4901
H 17.9617 11.9422 -31.2807
H 16.7546 13.2608 -29.7764
H 17.9510 12.9112 -28.4572
H 16.0051 10.8893 -29.6279
H 16.4292 11.1505 -27.9438
H 19.5140 10.2823 -30.5181
H 19.7825 11.0748 -28.9368
C 23.6248 13.3685 -26.1622
C 24.0391 14.4448 -25.2095
C 22.7086 14.9828 -24.6346
O 21.6510 14.2768 -25.3045
C 22.1720 13.7641 -26.5440
H 23.7776 12.4373 -25.6168
H 24.3123 13.3178 -27.0065
H 24.5982 15.1773 -25.7916
H 24.7343 14.0710 -24.4578
H 22.6280 16.0517 -24.8326
H 22.5495 14.9178 -23.5582
H 22.0098 14.6058 -27.2173
H 21.5612 12.9906 -27.0095
*
```

Output
Frontier orbital gap in eV: 4.96
LUMO in eV: -8.28

No. 2
Computed, not measured: a structure of composition C29H57NO2P2W, with the ωB97M-V functional and the def2-TZVPD basis.

```
! RIJCOSX wB97M-V def2-TZVPD def2/J DEFGRID3
* xyz 4 3
W 0.1663 -0.1504 -0.1151
C -1.4880 0.8457 -0.5114
O -2.4898 1.4804 -0.6759
C -0.1509 -0.0959 1.8409
O -0.3061 -0.0573 3.0158
P -1.3930 -2.1027 -0.3365
C -0.6064 -3.6594 0.3138
H -1.3704 -4.4449 0.2075
C -3.0666 -2.1325 0.4810
H -2.8360 -1.5990 1.4195
C -1.6828 -2.4735 -2.1466
H -0.6524 -2.5521 -2.5366
C 1.2318 3.0813 -1.5103
P 1.1495 2.1723 0.1273
H 3.1625 3.1458 0.9710
H 1.7396 2.3446 -2.1564
C 0.5189 3.5039 1.2624
H 0.9266 4.4192 0.8027
C -4.1574 -1.3512 -0.2496
H -4.6450 -1.9633 -1.0210
H -3.8175 -0.4075 -0.6843
H -4.9253 -1.0916 0.4938
C -3.5855 -3.5371 0.8370
H -4.6690 -3.4837 1.0010
H -3.1328 -3.9248 1.7555
H -3.4297 -4.2623 0.0292
C -2.3911 -3.8154 -2.3820
H -1.9160 -4.6612 -1.8738
H -2.3597 -4.0291 -3.4596
H -3.4498 -3.7643 -2.0978
C -2.3849 -1.3583 -2.9326
H -1.9707 -1.3374 -3.9522
H -2.2494 -0.3569 -2.5054
H -3.4664 -1.5403 -3.0081
C 0.5829 -4.0363 -0.5739
H 0.2859 -4.6937 -1.4031
H 1.3465 -4.5563 0.0209
H 1.0485 -3.1421 -1.0194
C -0.2660 -3.5476 1.8079
H 0.5612 -2.8495 1.9982
H 0.0487 -4.5400 2.1654
H -1.1283 -3.2350 2.4132
C 2.0628 4.3792 -1.4516
H 2.9087 4.3542 -0.7593
H 1.4235 5.2328 -1.1890
H 2.4596 4.5683 -2.4597
C -0.1232 3.4030 -2.1471
H -0.6729 4.1531 -1.5617
C 3.2139 1.1558 1.7959
H -0.7755 2.5332 -2.2767
H 0.0660 3.8241 -3.1481
C 3.8410 1.8210 -0.5849
H 3.4739 0.1445 1.4500
H 4.0800 1.5294 2.3670
H 2.3742 1.0577 2.4991
C 2.9506 2.1182 0.6275
H 4.8387 1.5116 -0.2441
H 3.9796 2.6976 -1.2307
H 3.4055 1.0101 -1.1957
C 1.0330 3.4021 2.7012
H 0.6751 2.4790 3.1736
H 0.6210 4.2455 3.2703
H 2.1222 3.4505 2.7849
C -1.0037 3.6098 1.2950
H -1.4760 3.6134 0.3096
H -1.2651 4.5529 1.7981
H -1.4397 2.7896 1.8798
H 1.7298 -0.4700 0.5801
H 1.2122 -1.4388 0.4465
C 5.6901 -1.0020 -1.0868
N 4.8809 -2.2473 -1.1500
C 5.3969 -3.2743 -0.2004
C 3.3998 -2.0171 -0.9310
C 2.7315 -1.2846 -2.0573
C 3.2691 -1.2790 -3.3620
C 2.5842 -0.6494 -4.4076
C 1.3631 -0.0315 -4.1810
C 0.8167 -0.0141 -2.8913
C 1.4896 -0.6258 -1.8179
H 5.5957 -0.5648 -0.0838
H 5.3392 -0.3075 -1.8505
H 6.7366 -1.2703 -1.2675
H 4.9653 -2.6310 -2.1093
H 5.2529 -2.9160 0.8207
H 4.8307 -4.1938 -0.3560
H 6.4563 -3.4365 -0.3945
H 2.9680 -3.0138 -0.7722
H 3.3095 -1.4958 0.0351
H 4.2076 -1.7762 -3.5809
H 2.9993 -0.6712 -5.4177
H 0.8148 0.4512 -4.9962
H -0.1502 0.4728 -2.7163
*
```

Output
Frontier orbital gap (spin up / spin down) in eV: 5.25 / 4.85
LUMO (spin up / spin down) in eV: -15.66 / -16.40

no.,F_max (eV/Å)
1,4.81
2,10.26